{
  "formula": "C12H8BrN3O4S",
  "method": "wB97M-V/def2-TZVPD",
  "elements": ["O", "C", "N", "C", "S", "N", "C", "C", "C", "C", "Br", "C", "C", "C", "C", "O", "C", "N", "O", "O", "C", "H", "H", "H", "H", "H", "H", "H", "H"],
  "coordinates": [[-0.67530, 1.56526, 0.06239], [-1.44387, 0.62883, -0.07505], [-0.98862, -0.67170, 0.03649], [0.31234, -1.09791, 0.21860], [0.42725, -2.75961, 0.12865], [1.36035, -0.18846, 0.50899], [2.72888, -0.35422, 0.46921], [3.49567, 0.58535, 1.16118], [4.91253, 0.48181, 1.21093], [5.57006, -0.52590, 0.53042], [7.50528, -0.71959, 0.46754], [4.77908, -1.45828, -0.17826], [3.37031, -1.36248, -0.20329], [-2.86308, 0.84401, -0.36309], [-3.32088, 2.05101, -0.85923], [-4.69119, 1.98518, -1.11801], [-5.09669, 0.71634, -0.74113], [-6.46465, 0.36580, -0.79022], [-6.78563, -0.78310, -0.44966], [-7.27310, 1.25034, -1.14074], [-4.01571, -0.02696, -0.30078], [-1.62615, -1.41962, -0.13960], [1.06712, 0.79494, 0.57320], [2.99132, 1.34988, 1.75898], [5.44277, 1.24440, 1.78452], [5.19471, -2.28132, -0.73169], [2.81920, -2.10228, -0.77964], [-2.67249, 2.94284, -1.07024], [-4.05947, -1.05456, 0.02953]],
  "e_above_lowest_kj_mol": 0.0,
  "e_tot_ev": -106108.228,
  "smiles": "O=C(NC(=S)Nc1ccc(Br)cc1)c1coc([N+](=O)[O-])c1",
  "charge": 0,
  "e_homo_ev": -8.67,
  "molar_mass_da": 370.2,
  "gap_ha": 0.263
}

{
  "formula": "C23H31F6O20S",
  "method": "wB97M-V/def2-TZVPD",
  "elements": ["C", "C", "O", "C", "C", "O", "C", "S", "H", "H", "H", "H", "H", "H", "H", "H", "H", "H", "H", "H", "H", "C", "C", "O", "C", "O", "O", "F", "H", "H", "H", "C", "C", "O", "C", "O", "O", "F", "H", "H", "H", "C", "C", "O", "C", "O", "O", "F", "H", "H", "H", "C", "C", "O", "C", "O", "O", "F", "H", "H", "H", "C", "C", "O", "C", "O", "O", "F", "H", "H", "H", "C", "C", "O", "C", "O", "O", "F", "H", "H", "H"],
  "coordinates": [[1.62837, -2.13804, 2.19134], [3.14555, -1.76076, 2.35763], [3.88397, -2.72890, 1.61128], [5.27213, -2.69599, 1.92019], [6.01391, -1.42676, 1.41501], [6.40082, -1.52277, 0.02222], [5.26920, -1.55070, -0.79580], [5.45736, -0.49870, -2.31038], [0.96433, -1.48495, 2.77842], [1.42199, -2.04828, 1.09687], [1.53599, -3.21619, 2.45796], [3.32751, -0.72613, 1.96330], [3.44239, -1.72271, 3.43202], [5.40649, -2.84023, 3.01797], [5.72579, -3.57255, 1.39741], [5.46132, -0.47702, 1.58523], [6.96625, -1.35558, 1.98779], [4.38031, -1.16835, -0.23419], [5.03175, -2.60842, -1.05753], [4.14533, -0.25023, -2.68190], [5.87260, 0.72471, -1.82122], [1.71223, 3.75812, 1.75857], [2.92444, 2.87470, 1.74239], [2.51790, 1.76876, 2.53039], [1.16835, 1.67665, 2.37959], [0.52287, 0.72415, 2.67579], [0.65105, 2.80615, 1.84165], [3.98328, 3.47122, 2.33906], [1.68505, 4.41199, 2.63268], [1.62424, 4.36740, 0.86041], [3.21487, 2.52705, 0.74674], [-1.54704, -0.47103, 0.45604], [-1.76844, 0.35022, -0.77923], [-1.28120, -0.49958, -1.80883], [-1.46984, -1.77342, -1.36484], [-1.43151, -2.73425, -2.06145], [-1.71740, -1.80524, -0.03304], [-1.02146, 1.48623, -0.75898], [-0.53926, -0.35644, 0.85793], [-2.26573, -0.24729, 1.24252], [-2.81396, 0.60188, -0.97459], [-2.81727, -0.07395, -5.64064], [-4.23579, -0.36185, -5.24670], [-4.46983, 0.57007, -4.20452], [-3.66498, 1.63360, -4.46977], [-3.78046, 2.70148, -3.96523], [-2.71396, 1.32516, -5.38561], [-4.35345, -1.61829, -4.74769], [-2.09628, -0.61088, -5.01925], [-2.61781, -0.29950, -6.68700], [-4.96724, -0.20962, -6.04384], [-5.08938, -2.59870, -1.68696], [-6.50195, -2.88939, -1.27881], [-6.72205, -1.94682, -0.24231], [-5.92213, -0.88104, -0.52126], [-6.03203, 0.18920, -0.02351], [-4.97702, -1.19601, -1.44760], [-6.62336, -4.13898, -0.76902], [-4.35985, -3.12845, -1.06958], [-4.90120, -2.83383, -2.73231], [-7.24015, -2.74490, -2.07145], [1.57047, -3.72434, 6.90010], [1.02841, -2.47403, 6.27200], [2.20557, -1.74155, 5.97038], [3.17885, -2.66438, 5.76002], [4.21836, -2.42966, 5.23027], [2.81602, -3.88550, 6.21820], [0.28246, -1.76255, 7.14906], [1.75377, -3.60773, 7.97032], [0.92327, -4.58596, 6.74568], [0.45632, -2.64018, 5.35565], [-2.26012, 5.32084, -2.96173], [-2.71020, 6.59431, -3.61325], [-1.48629, 7.26540, -3.86837], [-0.55067, 6.29277, -4.03823], [0.51905, 6.46817, -4.52103], [-0.99717, 5.09183, -3.59018], [-3.45534, 7.34775, -2.76647], [-2.11394, 5.43326, -1.88449], [-2.94196, 4.49183, -3.13995], [-3.25244, 6.45365, -4.55129]],
  "e_tot_ev": -92435.286,
  "charge": 1,
  "e_homo_ev": -12.65,
  "molar_mass_da": 773.5,
  "gap_ha": 0.318
}

{
  "formula": "C9H34O9",
  "method": "wB97M-V/def2-TZVPD",
  "elements": ["O", "C", "C", "O", "H", "H", "H", "H", "H", "H", "C", "O", "H", "H", "H", "H", "C", "O", "H", "H", "H", "H", "C", "O", "H", "H", "H", "H", "C", "O", "H", "H", "H", "H", "C", "O", "H", "H", "H", "H", "C", "O", "H", "H", "H", "H", "C", "O", "H", "H", "H", "H"],
  "coordinates": [[-2.39132, 0.77524, -2.26245], [-2.85376, -0.45207, -1.63580], [-1.69542, -1.51975, -1.71928], [-0.57961, -1.08467, -0.94286], [-2.47402, 1.52615, -1.66354], [-3.23318, -0.22569, -0.59472], [-3.69244, -0.82673, -2.26678], [-1.35471, -1.66165, -2.72022], [-2.10869, -2.44736, -1.28478], [-0.82343, -0.76295, -0.08271], [1.72194, -3.46625, -0.10496], [2.38337, -2.21268, 0.03482], [1.28615, -3.64446, -1.10339], [2.32123, -4.30389, 0.15103], [0.91600, -3.50907, 0.67763], [2.43138, -1.88349, -0.84201], [-1.51945, -0.38942, 2.77263], [-0.96268, -0.12814, 1.48848], [-1.12797, -1.31548, 3.26283], [-1.16268, 0.41598, 3.39704], [-2.61029, -0.40029, 2.71852], [0.02482, -0.06029, 1.56590], [1.78449, -1.74494, -3.72400], [1.06125, -2.36433, -2.73005], [1.09565, -1.26092, -4.38843], [2.54589, -1.00210, -3.33188], [2.35020, -2.49709, -4.29810], [0.85987, -1.66676, -2.13123], [1.42185, 3.03602, 2.45442], [0.50868, 3.18763, 3.53401], [0.94160, 2.46549, 1.65915], [1.65457, 3.99257, 1.99530], [2.34685, 2.49537, 2.65877], [0.89717, 3.66767, 4.30685], [0.30766, 1.71443, -3.19246], [0.60732, 1.20387, -1.92985], [1.19113, 2.22967, -3.46836], [0.07085, 0.95514, -3.91245], [-0.60750, 2.34179, -3.13007], [-0.09287, 0.56070, -1.68494], [2.33073, -0.96883, 3.14012], [1.80768, -0.53826, 1.89560], [2.92611, -0.17383, 3.58594], [1.54464, -1.03295, 3.87776], [2.86739, -1.89401, 3.07360], [1.96275, -1.29086, 1.23278], [-2.78075, 2.85384, 1.11072], [-1.90058, 2.55568, 0.06965], [-3.76256, 2.44109, 0.81215], [-2.53197, 2.32090, 2.00230], [-2.82770, 3.91639, 1.35956], [-1.07562, 2.07358, 0.30779]],
  "e_above_lowest_kj_mol": 11.8,
  "e_tot_ev": -28308.362,
  "smiles": "OCCO.CO.CO.CO.CO.CO.CO.CO",
  "charge": 0,
  "e_homo_ev": -9.46,
  "molar_mass_da": 286.4,
  "gap_ha": 0.373
}

{
  "formula": "C4H8NO3",
  "method": "wB97M-V/def2-TZVPD",
  "elements": ["C", "N", "C", "C", "O", "C", "O", "O", "H", "H", "H", "H", "H", "H", "H", "H"],
  "coordinates": [[-1.23048, 1.29496, 0.00197], [-1.07221, -0.13645, -0.03735], [0.20747, -0.67315, -0.08578], [1.12898, -0.65512, 1.20690], [0.68500, -0.05025, 2.34643], [1.45064, 0.28437, -0.04717], [2.39995, -0.19219, -0.93678], [-2.66173, -0.15270, -1.84406], [-0.67142, 1.86700, -0.78670], [-0.84866, 1.60248, 1.08915], [-2.35949, 1.49409, -0.12249], [-3.36187, -0.21591, -2.41292], [0.34743, -1.38365, -0.91482], [1.90339, -1.39977, 1.26107], [-1.59664, -0.71231, -0.74510], [1.36731, 1.35793, -0.08692]],
  "e_above_lowest_kj_mol": 873.1,
  "e_tot_ev": -11904.245,
  "charge": -1,
  "e_homo_ev": -3.93,
  "molar_mass_da": 118.1,
  "gap_ha": 0.183
}

{
  "formula": "C2H42O21Sn",
  "method": "wB97M-V/def2-TZVPD",
  "elements": ["Sn", "O", "C", "C", "O", "H", "H", "H", "H", "O", "H", "H", "O", "H", "H", "O", "H", "H", "O", "H", "H", "O", "H", "H", "O", "H", "H", "O", "H", "H", "O", "H", "H", "O", "H", "H", "O", "H", "H", "O", "H", "H", "O", "H", "H", "O", "H", "H", "O", "H", "H", "O", "H", "H", "O", "H", "H", "O", "H", "H", "O", "H", "H", "O", "H", "H"],
  "coordinates": [[-10.21900, -11.37900, 15.78200], [-9.30000, -9.20600, 14.96300], [-8.24100, -9.24300, 14.04200], [-7.58700, -10.56100, 14.24700], [-8.34800, -11.75700, 13.97200], [-7.50700, -8.41900, 14.16300], [-8.62700, -9.31500, 13.07600], [-7.37600, -10.51800, 15.32400], [-6.60700, -10.68200, 13.72700], [-9.89100, -8.78100, 11.09100], [-9.32800, -8.05700, 11.41700], [-9.60800, -9.61200, 11.50300], [-4.45900, -10.47900, 12.10100], [-3.70800, -10.20400, 11.55300], [-5.24000, -10.28400, 11.64800], [-6.24400, -12.68100, 11.91200], [-6.66200, -12.41100, 12.72500], [-5.64400, -11.97900, 11.73500], [-5.32500, -6.48300, 12.29100], [-5.52700, -6.84000, 13.17200], [-6.15000, -6.22100, 11.92800], [-6.46500, -13.27000, 15.16000], [-7.09500, -12.64600, 14.73200], [-6.27700, -13.95300, 14.50900], [-5.59300, -10.03300, 17.90700], [-4.92200, -9.42800, 18.15600], [-5.17100, -10.54600, 17.23600], [-6.72800, -9.67400, 10.95500], [-7.55300, -10.13000, 11.05300], [-7.05800, -8.99500, 10.35900], [-7.37000, -8.35600, 16.87900], [-7.86600, -8.68400, 16.10400], [-6.56800, -8.89200, 17.00500], [-8.10900, -11.43000, 17.39700], [-7.39300, -10.86600, 17.18200], [-7.75000, -12.31300, 17.48300], [-11.15600, -8.08500, 13.56200], [-11.28500, -8.28900, 12.62800], [-10.38000, -8.56900, 13.85300], [-11.18400, -12.21400, 13.45900], [-11.81000, -12.90500, 13.48500], [-10.40900, -12.53000, 12.95000], [-5.60100, -6.94400, 15.03600], [-6.40500, -6.57900, 15.32900], [-4.94100, -6.33900, 15.32800], [-4.02600, -9.16300, 14.49200], [-4.64700, -8.43000, 14.65600], [-4.28600, -9.54900, 13.66500], [-10.43500, -7.50300, 16.46700], [-10.99500, -7.96500, 17.10100], [-10.05500, -8.14300, 15.82600], [-7.95100, -6.04000, 15.38200], [-7.91600, -6.94000, 15.72700], [-7.76300, -5.46200, 16.12900], [-9.08200, -14.19200, 12.77900], [-8.58700, -13.61100, 13.36000], [-9.68200, -14.76300, 13.29400], [-4.23500, -11.35700, 15.93700], [-4.41000, -10.73700, 15.24600], [-4.83000, -12.13000, 15.78400], [-8.85400, -11.31300, 11.43100], [-8.56600, -11.42800, 12.33300], [-8.43100, -12.04300, 10.95400], [-8.23000, -6.93600, 12.19600], [-8.17200, -6.28300, 12.90200], [-8.00000, -7.73400, 12.61700]],
  "e_above_lowest_kj_mol": 68.7,
  "e_tot_ev": -51584.377,
  "charge": 0,
  "e_homo_ev": -10.12,
  "molar_mass_da": 521.0,
  "gap_ha": 0.295
}

{
  "formula": "C5H8O",
  "method": "wB97M-V/def2-TZVPD",
  "elements": ["C", "C", "C", "C", "C", "O", "H", "H", "H", "H", "H", "H", "H", "H"],
  "coordinates": [[-1.59969, 0.13195, 0.29509], [-0.42502, 1.13099, -0.60046], [0.31736, -0.35628, 0.92536], [1.30282, -0.58185, -0.16817], [0.94082, 0.64130, -0.96939], [-0.20193, 0.45996, -1.77889], [-1.82924, 0.48642, 1.30079], [-1.71606, -0.95837, 0.22321], [-2.39475, 0.51216, -0.35815], [0.56595, 0.48084, 1.57509], [-0.10445, -1.20382, 1.46098], [2.34355, -0.59156, 0.17416], [1.11646, -1.49587, -0.74084], [1.68420, 1.34414, -1.33880]],
  "e_above_lowest_kj_mol": 669.7,
  "e_tot_ev": -7355.315,
  "charge": 0,
  "e_homo_ev": [-7.47, -7.48],
  "molar_mass_da": 84.1,
  "gap_ha": [0.284, 0.285]
}